Arrangement 1

Below is 2 unconnected molecules or ions with the total composition C3H8P2, with properties calculated with wB97M-V/def2-TZVPD.

E_HOMO: -9.36 eV
SMILES string: C=PC.C=P

Element x y z (Å)
1 P -1.6305 2.8382 -1.9213
2 P 0.9505 -0.6849 0.4946
3 C 0.0400 -2.2440 0.6695
4 C 2.4804 -1.2937 0.2438
5 C -1.4973 2.8227 -0.2762
6 H 2.6989 -2.3336 0.2979
7 H -2.2994 3.1717 0.4457
8 H 0.5969 -3.1121 0.2010
9 H 3.3255 -0.5681 -0.1730
10 H -0.8910 -2.1650 0.2293
11 H -0.3481 -2.2921 1.6937
12 H -2.8324 3.5289 -2.1185
13 H -0.5936 2.3319 0.2135


Arrangement 2

Below is a molecular structure, C3H8P2, with properties calculated with wB97M-V/def2-TZVPD.

E_HOMO: -8.10 eV

Element x y z (Å)
1 P -2.3049 0.9042 -0.2117
2 P 2.2621 0.9860 0.0218
3 C 0.7346 0.1335 -0.5976
4 C 0.0129 -0.9587 0.1408
5 C -0.7669 0.1975 0.6342
6 H 0.5568 -1.3964 0.9767
7 H 0.2942 0.3341 -1.5033
8 H -2.2476 0.0576 -1.2584
9 H 3.1008 0.2376 -0.8182
10 H 2.4475 0.2428 1.2174
11 H -0.4761 -1.6068 -0.5289
12 H -0.3584 0.6864 1.4490
13 H -3.2551 0.1823 0.4781


Short version: arrangement 1 is the most stable of them.


Arrangement 1

Below is a single C2H5NO2 molecule, with properties calculated with wB97M-V/def2-TZVPD.

E_HOMO: -9.15 eV
SMILES string: CC(=O)ON

Element x y z (Å)
1 O -0.7983 1.4529 -0.1255
2 O -0.3982 -0.9399 0.1247
3 N -1.7305 -1.2373 0.3833
4 C 1.5446 0.5012 -0.4327
5 C 0.0189 0.6009 -0.0627
6 H 2.2173 0.8202 0.4532
7 H -1.7881 -1.3701 1.3902
8 H 1.5600 1.1900 -1.2284
9 H -2.2128 -0.4733 0.0144
10 H 1.5870 -0.5447 -0.5165


Arrangement 2

Below is a single C2H5NO2 molecule, with properties calculated with wB97M-V/def2-TZVPD.

E_HOMO: -9.73 eV
SMILES string: NC(=O)CO

Element x y z (Å)
1 O 0.1449 -1.6208 -0.4293
2 O 0.9388 1.6526 0.6178
3 N -1.0769 0.6167 0.8033
4 C 0.1875 0.7412 0.3226
5 C 0.5299 -0.2970 -0.7463
6 H 1.5889 -0.2031 -1.0117
7 H -1.6178 -0.2122 0.6278
8 H -1.4729 1.3675 1.3438
9 H 0.8519 -2.0285 0.0848
10 H -0.0742 -0.0163 -1.6127


Arrangement 3

Below is a single C2H5NO2 molecule, with properties calculated with wB97M-V/def2-TZVPD.

E_HOMO: -10.14 eV
SMILES string: NCC(=O)O

Element x y z (Å)
1 O 0.6791 1.2878 0.0900
2 O 1.7811 -0.6344 -0.0772
3 N -1.7121 0.2625 -0.1743
4 C 0.6238 -0.1330 -0.0971
5 C -0.7212 -0.7869 0.1800
6 H -0.3745 1.4410 0.0345
7 H -2.4471 0.2418 0.6676
8 H -0.8657 -1.2866 1.2480
9 H -2.4041 -0.2281 -0.7468
10 H -1.0217 -1.7137 -0.5828


Short version: arrangement 2 is the most stable of them.


Arrangement 1

Below is a single C2H5NO2 molecule, with properties calculated with wB97M-V/def2-TZVPD.

E_HOMO: -9.18 eV
SMILES string: CO/C=N/O

Element x y z (Å)
1 O 0.6376 2.0815 -1.1635
2 O 0.0193 -1.2240 -0.2953
3 N 0.2997 1.0677 -0.2690
4 C 0.2537 -0.0330 -0.8778
5 C -0.4285 -1.1576 1.0820
6 H -1.3614 -1.6944 1.1167
7 H 0.3655 2.9069 -0.6640
8 H -0.5356 -0.0856 1.3528
9 H 0.4833 -0.1073 -1.9541
10 H 0.2663 -1.7541 1.6721


Arrangement 2

Below is 2 unconnected molecules or ions with the total composition C2H5NO2, with properties calculated with wB97M-V/def2-TZVPD.

E_HOMO (alpha / beta): -8.52 / -8.52 eV

Element x y z (Å)
1 O -1.5760 -0.0483 0.3629
2 O -1.9080 -0.5306 -1.0013
3 N -0.8530 0.9723 0.4911
4 C 1.2185 0.5258 -0.2305
5 C 1.5086 -0.5051 0.4623
6 H -1.1662 1.7700 0.0041
7 H 0.7917 -1.0144 1.1935
8 H -2.0341 -1.3761 -0.7182
9 H 2.5138 -1.0398 0.3845
10 H 1.5047 1.2462 -0.9483


Arrangement 3

Below is a molecular structure, C2H5NO2, with properties calculated with wB97M-V/def2-TZVPD.

E_HOMO: -10.04 eV

Element x y z (Å)
1 O 1.8050 0.1350 -0.6938
2 O 0.2803 1.7711 -1.1824
3 N -0.2854 -1.4998 0.7758
4 C -0.3627 0.0267 0.4450
5 C 0.6819 0.5459 -0.6155
6 H -0.7198 1.7403 -1.0494
7 H -0.8854 -2.0808 -0.1450
8 H 0.1092 0.6482 1.4844
9 H -1.5847 0.5027 0.2891
10 H 0.9616 -1.7895 0.6919


Arrangement 4

Below is a single C2H5NO2 molecule, with properties calculated with wB97M-V/def2-TZVPD.

E_HOMO: -10.01 eV

Element x y z (Å)
1 O -2.0649 -0.0585 -0.6356
2 O -0.7585 -0.4068 1.4419
3 N 1.4033 -0.0449 0.4010
4 C 0.3295 -0.3001 -0.6378
5 C -0.9586 0.2177 0.0767
6 H 0.4325 0.2141 -1.5795
7 H -0.8073 1.2603 0.2525
8 H 0.0640 -1.2939 -0.8141
9 H 2.0343 0.7078 0.0633
10 H 0.3255 -0.2957 1.4316


Short version: arrangement 1 is the most stable of them.


Arrangement 1

Below is 2 unconnected molecules or ions with the total composition C2H5NO2, with properties calculated with wB97M-V/def2-TZVPD.

E_HOMO (alpha / beta): -8.39 / -8.33 eV

Element x y z (Å)
1 O -1.2671 -1.2409 1.0564
2 O -1.0844 -0.8846 -2.0368
3 N -0.0856 -1.9488 0.5065
4 C -0.2990 -0.6061 0.4404
5 C 0.3500 0.6874 0.4831
6 H -0.3429 -2.4397 -0.3587
7 H -1.7656 -0.2483 -2.2583
8 H 1.2767 0.6121 1.0577
9 H -0.3188 1.4182 0.9355
10 H 0.6122 0.9991 -0.5280


Arrangement 2

Below is a single C2H5NO2 molecule, with properties calculated with wB97M-V/def2-TZVPD.

E_HOMO: -10.03 eV
SMILES string: NCC(=O)O

Element x y z (Å)
1 O 1.2949 -1.0085 0.6471
2 O 1.9964 -0.2720 -1.3197
3 N -1.4690 0.5141 0.5161
4 C -0.2484 0.5254 -0.3767
5 C 1.0728 -0.3990 -0.5617
6 H 0.5137 -1.3369 1.1483
7 H -0.6294 0.3846 -1.4626
8 H -2.0916 -0.3124 0.4150
9 H 0.2380 1.4143 -0.5122
10 H -0.6775 0.4903 1.5063


Arrangement 3

Below is a single C2H5NO2 molecule, with properties calculated with wB97M-V/def2-TZVPD.

E_HOMO (alpha / beta): -8.57 / -7.74 eV

Element x y z (Å)
1 O 1.6937 0.2630 -0.1811
2 O -0.0861 -1.2832 -0.5226
3 N -1.2597 -0.6141 -0.4529
4 C 1.0214 -0.8983 0.0390
5 C -1.1337 0.6018 0.2391
6 H -0.3550 0.3753 1.0905
7 H -0.5839 1.4014 -0.2813
8 H -2.1410 0.9431 0.4738
9 H 1.1352 0.9317 -0.5984
10 H 1.7090 -1.7206 0.1939


Short version: arrangement 2 is the most stable of them.


Arrangement 1

Below is a single C5H5N3 molecule, with properties calculated with wB97M-V/def2-TZVPD.

E_HOMO: -9.27 eV
SMILES string: [H]\N=C/C=C\C(C#N)=N/[H]

Element x y z (Å)
1 N -1.3919 1.0533 1.9550
2 N 0.9481 -1.1985 1.9436
3 N -1.7426 -0.3575 -1.1408
4 C 0.6261 -0.3222 1.0876
5 C 1.1362 -0.1090 -0.2600
6 C -0.6092 0.4830 1.3163
7 C -1.0764 0.7257 -0.8794
8 C 0.3250 0.4023 -1.2181
9 H -1.4975 1.6661 -1.2219
10 H 0.7143 0.8152 -2.1383
11 H 2.2102 -0.1672 -0.3903
12 H 1.7376 -1.7788 1.6636
13 H -1.3798 -1.2123 -0.7174


Arrangement 2

Below is a molecular structure, C5H5N3, with properties calculated with wB97M-V/def2-TZVPD.

E_HOMO: -8.93 eV

Element x y z (Å)
1 N -2.4482 -0.3363 0.4410
2 N -0.7955 1.2839 -0.3542
3 N -0.4953 -1.3279 -0.2794
4 C 1.9128 -0.5231 0.1260
5 C 1.5776 0.7703 0.3893
6 C -1.1383 -0.0977 -0.0818
7 C 0.7825 -1.4788 -0.1522
8 C 0.4990 1.5417 -0.0658
9 H -2.8764 0.7599 0.3803
10 H 0.6432 2.6913 -0.8266
11 H 3.0172 -1.0042 0.0252
12 H 2.4366 1.4457 0.6537
13 H 1.1508 -2.5061 -0.1779


Short version: arrangement 1 is the most stable of them.


Arrangement 1

Below is 2 unconnected molecules or ions with the total composition C5H14, with properties calculated with wB97M-V/def2-TZVPD.

E_HOMO (alpha / beta): 1.56 / -7.63 eV
Net charge: -1
Spin multiplicity: 2

Element x y z (Å)
1 C 0.0604 0.8822 2.5482
2 C 1.2766 0.0587 -0.8016
3 C -0.5073 -1.7334 -1.6174
4 C 0.3189 -0.4640 -1.8641
5 C -1.0376 1.2317 1.5289
6 H 0.0717 -2.6595 -1.5639
7 H -1.1595 -1.9586 -2.4811
8 H 0.9037 0.3321 2.1341
9 H 0.7974 -0.6294 -2.8491
10 H -0.6030 1.7046 0.6286
11 H -1.7794 1.8674 2.0229
12 H 1.7035 1.0495 -1.0395
13 H -1.1585 -1.7384 -0.7467
14 H -0.4744 0.2200 -2.1921
15 H -1.6093 0.3506 1.2270
16 H 2.0497 -0.6408 -0.5005
17 H -0.3773 0.1616 3.2589
18 H 0.3013 1.7739 3.1141
19 H 0.6388 0.3508 0.0396


Arrangement 2

Below is 2 unconnected molecules or ions with the total composition C5H14, with properties calculated with wB97M-V/def2-TZVPD.

E_HOMO (alpha / beta): 1.45 / -7.20 eV
Net charge: -1
Spin multiplicity: 2

Element x y z (Å)
1 C -1.4882 2.2018 -0.5700
2 C 0.0296 -2.9340 1.2196
3 C -0.7360 3.2064 -1.2418
4 C 1.0488 -2.3363 0.1128
5 C 1.5057 -0.8429 0.4281
6 H -1.9150 2.6041 0.3565
7 H 1.8263 -0.4327 -0.5210
8 H 0.3410 3.0388 -1.0861
9 H 0.3876 -2.2144 -0.7132
10 H -1.0800 3.5665 -2.1482
11 H 2.1028 -0.8765 1.3558
12 H -0.2360 -2.0472 1.8574
13 H -0.6956 4.1387 -0.7023
14 H -0.8990 -2.9967 0.8302
15 H 0.5482 -3.7618 1.6876
16 H -0.8722 1.2860 -0.3075
17 H 1.7616 -3.0660 -0.1776
18 H -2.3211 1.6960 -1.2487
19 H 0.6915 -0.2298 0.8683


Arrangement 3

Below is 2 unconnected molecules or ions with the total composition C5H14, with properties calculated with wB97M-V/def2-TZVPD.

E_HOMO (alpha / beta): 1.51 / -7.27 eV
Net charge: -1
Spin multiplicity: 2

Element x y z (Å)
1 C 2.1515 -1.8922 0.3018
2 C 0.7384 -1.3732 0.0796
3 C -1.4419 1.4105 -1.2272
4 C -1.2989 2.7591 -0.5463
5 C -0.0231 -1.1453 1.3765
6 H -1.7848 0.5900 -0.5815
7 H -0.5905 0.9612 -1.7440
8 H 2.1248 -2.9983 0.3279
9 H -0.9889 -1.5985 1.5844
10 H 2.9272 -1.7605 -0.4575
11 H -0.0621 -0.0562 1.5144
12 H 0.1929 -2.0002 -0.6275
13 H -1.6417 2.7240 0.4795
14 H 0.7822 -0.4610 -0.5207
15 H -1.7430 3.5468 -1.1475
16 H -2.2437 1.3316 -1.9765
17 H 2.5655 -1.6074 1.2647
18 H 0.5603 -1.3672 2.2838
19 H -0.2242 2.9369 -0.3840


Arrangement 4

Below is 2 unconnected molecules or ions with the total composition C5H14, with properties calculated with wB97M-V/def2-TZVPD.

E_HOMO (alpha / beta): 1.47 / -7.16 eV
Net charge: -1
Spin multiplicity: 2

Element x y z (Å)
1 C 0.7020 1.8114 -1.0217
2 C -1.8430 -1.6982 1.7157
3 C 1.2205 0.4642 -0.7669
4 C 2.7665 0.3357 -0.5816
5 C -2.4616 -0.8370 0.5968
6 H -0.4271 1.8912 -0.9885
7 H 0.8743 2.1485 -2.1152
8 H -2.2031 -2.7079 1.2250
9 H 3.1178 1.2714 -0.1598
10 H 3.2929 0.3181 -1.5521
11 H -2.5639 -1.4467 -0.2384
12 H -1.8260 -0.0282 0.2607
13 H -2.4315 -1.5452 2.5607
14 H 1.1341 2.4688 -0.2747
15 H -0.8055 -1.5163 1.9115
16 H 0.8253 -0.1695 0.0111
17 H -3.3194 -0.3196 1.0885
18 H 2.9893 -0.3417 0.1123
19 H 0.9585 -0.0990 -1.7834


Short version: arrangement 1 is the most stable of them.